Computed, not measured: a molecular structure, C72H180F2N13O28S2Sn, with the ωB97M-V functional and the def2-TZVPD basis.

Last column: Mulliken charge in e.
Atoms and positions in Å:
Sn  2.0237  5.6926  -1.4377  1.4203
N  -0.2982  1.7903  1.6848  -0.1707
S  0.0835  0.9646  2.8806  1.0501
O  0.3849  -0.4075  2.5429  -0.5081
O  -0.4524  1.2995  4.1865  -0.5183
F  1.5774  1.6137  2.9123  -0.3169
S  -1.9280  1.3580  1.7173  1.0921
O  -2.7046  2.4489  2.1777  -0.5252
O  -2.3430  -0.0284  1.9511  -0.4924
F  -2.2530  1.5154  0.1060  -0.3073
C  7.9546  1.5209  -9.2515  -0.7234
O  7.7293  0.9167  -8.0360  -0.2866
C  8.8887  0.8742  -7.1598  -0.7002
C  8.6203  -0.1227  -6.0006  -0.7083
N  7.5906  0.4488  -5.1103  -0.1304
C  7.3816  -0.3624  -3.9166  -0.7605
C  6.2914  0.2719  -3.0683  -0.5345
O  5.1243  0.5968  -3.8101  -0.2394
C  4.3459  -0.6363  -4.0565  -0.7268
H  8.2089  2.5593  -9.0388  0.2808
H  7.1044  1.4474  -9.9296  0.2406
H  8.8063  1.0438  -9.7363  0.3086
H  9.1747  1.8935  -6.9003  0.3716
H  9.7512  0.4935  -7.7069  0.4722
H  9.4779  -0.0712  -5.3299  0.3813
H  8.4938  -1.1001  -6.4663  0.3174
H  6.6977  0.5672  -5.5673  0.2184
H  8.3281  -0.4247  -3.3797  0.4636
H  7.0832  -1.3954  -4.0952  0.2878
H  6.6541  1.1770  -2.5810  0.2803
H  6.0971  -0.3924  -2.2263  0.3841
H  3.7880  -0.8900  -3.1551  0.3077
H  4.9991  -1.4155  -4.4495  0.2893
H  3.5317  -0.3840  -4.7359  0.2201
C  0.8613  9.5376  1.9232  -0.7355
O  0.1550  8.2849  1.7416  -0.2714
C  -1.1640  8.2406  2.2615  -0.7225
C  -2.2194  8.8396  1.3450  -0.4783
N  -2.3876  7.9825  0.1873  -0.2678
C  -3.3224  8.4642  -0.8006  -0.7333
C  -3.2292  7.7050  -2.1807  -0.6302
O  -1.9342  7.7322  -2.6036  -0.2494
C  -1.7726  8.5355  -3.7833  -0.7681
H  0.4491  10.3277  1.2956  0.2897
H  1.8957  9.3507  1.6349  0.2314
H  0.8969  9.8919  2.9534  0.3175
H  -1.3268  8.6215  3.2697  0.4298
H  -1.3987  7.1809  2.3615  0.3072
H  -1.9405  9.8708  1.1285  0.3954
H  -3.1468  8.7922  1.9159  0.3349
H  -2.8101  7.0983  0.4318  0.2696
H  -3.0810  9.5014  -1.0329  0.3531
H  -4.3475  8.4952  -0.4313  0.4163
H  -3.9856  8.0890  -2.8652  0.4424
H  -3.3917  6.6629  -1.9055  0.2743
H  -2.0597  9.5561  -3.5301  0.3374
H  -2.3940  8.2610  -4.6357  0.3170
H  -0.7093  8.5347  -4.0231  0.2032
C  -7.4982  -2.3025  5.4701  -0.7466
O  -6.7483  -2.6070  6.6191  -0.3018
C  -5.9340  -3.7056  6.4642  -0.3878
C  -5.4296  -4.1342  7.8443  -0.5791
N  -4.6029  -5.3384  7.7054  -0.3947
C  -3.2309  -5.0134  7.2100  -0.5763
C  -2.4021  -6.2617  6.9676  -0.6373
O  -1.8913  -6.6296  8.1808  -0.2754
C  -0.9105  -7.6330  8.1316  -0.7644
H  -8.0593  -1.3723  5.5589  0.2403
H  -8.2165  -3.1048  5.3011  0.3164
H  -6.8592  -2.2505  4.5885  0.2957
H  -5.1118  -3.4410  5.7993  0.2758
H  -6.4335  -4.5539  5.9963  0.3192
H  -6.2996  -4.3234  8.4731  0.3474
H  -4.8885  -3.3457  8.3675  0.3017
H  -4.4461  -5.6290  8.6599  0.2454
H  -2.7464  -4.2262  7.7877  0.3672
H  -3.4361  -4.5489  6.2455  0.3975
H  -1.6048  -6.0098  6.2684  0.3892
H  -3.0117  -7.0577  6.5400  0.3161
H  -0.5529  -7.8056  9.1468  0.2430
H  -0.0887  -7.2878  7.5042  0.3141
H  -1.2388  -8.6039  7.7605  0.2983
C  8.8617  1.7141  12.9926  -0.7339
O  8.4555  0.4118  12.5148  -0.2807
C  9.5520  -0.5181  12.5807  -0.7388
C  8.9852  -1.9338  12.2346  -0.3187
N  9.1584  -2.2056  10.8129  -0.2952
C  8.4613  -3.3892  10.3358  -0.9226
C  6.9082  -3.3557  10.4096  -0.4242
O  6.3368  -2.2805  9.6656  -0.3017
C  4.9740  -2.3356  9.4391  -0.7809
H  9.1598  1.5923  14.0339  0.3100
H  8.0009  2.3827  12.9939  0.2416
H  9.6510  2.1534  12.3825  0.2880
H  9.9031  -0.5668  13.6114  0.4237
H  10.4107  -0.2409  11.9692  0.3895
H  7.9429  -2.0587  12.5280  0.2208
H  9.5500  -2.6234  12.8620  0.3157
H  8.9647  -1.3747  10.2724  0.3169
H  8.7166  -4.3030  10.8722  0.3585
H  8.6905  -3.6135  9.2940  0.3707
H  6.5374  -3.3697  11.4345  0.3472
H  6.5757  -4.2603  9.9005  0.4561
H  4.6912  -2.8354  8.5127  0.2654
H  4.6553  -1.2949  9.3810  0.2542
H  4.4222  -2.7592  10.2783  0.3331
C  2.5576  3.7921  -5.6864  -0.8371
O  3.6364  4.5039  -5.1610  -0.1987
C  4.6532  4.8018  -6.0386  -0.6102
C  5.8234  5.7637  -5.5047  -0.8754
N  6.2468  5.3736  -4.1816  -0.0374
C  7.2538  6.2361  -3.6041  -0.7849
C  7.6371  5.7688  -2.2015  -0.6115
O  6.4901  5.7624  -1.3192  -0.2436
C  6.7707  5.4889  0.0168  -0.7513
H  2.8936  2.8746  -6.1693  0.2833
H  2.0771  4.3898  -6.4609  0.3470
H  1.6829  3.5180  -5.0966  0.2945
H  4.2604  5.2963  -6.9270  0.3663
H  5.1337  3.8623  -6.3117  0.3406
H  5.5432  6.8141  -5.5832  0.5101
H  6.6232  5.7051  -6.2429  0.3501
H  6.7360  4.4976  -4.2977  0.1069
H  6.8403  7.2251  -3.4066  0.3691
H  8.1602  6.3190  -4.2038  0.3923
H  8.3271  6.5372  -1.8528  0.3974
H  8.1502  4.8078  -2.2392  0.4012
H  5.8896  5.6366  0.6413  0.2193
H  7.4958  6.2016  0.4097  0.3089
H  7.0202  4.4419  0.1893  0.2855
C  -7.6269  -4.0864  -3.3999  -0.7534
O  -8.2245  -3.5238  -4.5772  -0.2612
C  -8.6457  -2.1679  -4.3399  -0.7387
C  -9.1963  -1.5476  -5.6380  -0.4075
N  -10.4686  -2.1010  -5.9918  -0.4328
C  -10.9765  -1.5945  -7.2816  -0.7782
C  -10.2481  -2.2499  -8.4703  -0.4561
O  -10.3105  -3.6814  -8.4117  -0.3581
C  -9.4418  -4.2353  -9.3402  -0.7622
H  -8.3649  -4.2161  -2.6083  0.3026
H  -6.8313  -3.4399  -3.0298  0.3019
H  -7.2131  -5.0797  -3.5737  0.2371
H  -7.7770  -1.5875  -4.0293  0.4374
H  -9.3844  -2.1200  -3.5397  0.3641
H  -8.4585  -1.7769  -6.4069  0.2093
H  -9.3038  -0.4722  -5.4967  0.3711
H  -10.2332  -3.0455  -6.2613  0.3205
H  -11.0613  -0.5080  -7.3030  0.3847
H  -12.0106  -1.9389  -7.2931  0.3210
H  -9.1932  -1.9756  -8.4666  0.3097
H  -10.5707  -1.9051  -9.4527  0.5101
H  -8.4311  -4.2995  -8.9372  0.2894
H  -9.3359  -3.6998  -10.2837  0.3342
H  -9.7902  -5.2508  -9.5281  0.2556
C  -0.4696  -8.5228  -0.5311  -0.8077
O  -0.3055  -9.8320  -1.0187  -0.2818
C  -0.1148  -10.9100  -0.1308  -0.6415
C  -0.4378  -12.2828  -0.8784  -0.4976
N  0.5631  -12.7121  -1.8408  -0.3191
C  0.2950  -14.0575  -2.3759  -0.6378
C  0.7902  -14.3448  -3.8131  -0.5715
O  0.1946  -13.4507  -4.7604  -0.3539
C  -1.1812  -13.6258  -5.0692  -0.5851
H  0.3415  -8.2123  0.1275  0.3135
H  -1.4441  -8.2941  -0.0996  0.3009
H  -0.2878  -7.8025  -1.3287  0.2707
H  -0.8399  -10.7328  0.6636  0.4033
H  0.8989  -10.9099  0.2698  0.3384
H  -1.3822  -12.1334  -1.4018  0.3356
H  -0.4943  -12.9392  -0.0100  0.3599
H  0.7292  -12.0327  -2.5694  0.2937
H  -0.7308  -14.3236  -2.1208  0.4035
H  0.8669  -14.7444  -1.7521  0.3298
H  0.6027  -15.3899  -4.0596  0.3879
H  1.8631  -14.1698  -3.8936  0.3042
H  -1.4615  -14.6476  -5.3252  0.2893
H  -1.3927  -12.9746  -5.9173  0.2238
H  -1.7292  -13.3036  -4.1837  0.2193
C  -3.8427  -1.3115  -8.8208  -0.7852
O  -4.2323  -0.6946  -10.0334  -0.2751
C  -4.1212  -1.4535  -11.2061  -0.6660
C  -4.2194  -0.5926  -12.4363  -0.6417
N  -5.6101  -0.2529  -12.6827  -0.3550
C  -5.7292  0.8543  -13.6600  -0.7367
C  -7.1878  1.0649  -14.0910  -0.5884
O  -7.8935  1.5886  -12.9974  -0.2907
C  -9.2331  2.0212  -13.3219  -0.8015
H  -2.8679  -1.7809  -8.9531  0.3099
H  -4.3900  -2.1923  -8.4847  0.3155
H  -3.9269  -0.7069  -7.9178  0.2736
H  -4.8526  -2.2606  -11.1647  0.3297
H  -3.1543  -1.9550  -11.1652  0.4842
H  -3.7505  -0.9871  -13.3377  0.4329
H  -3.6212  0.3021  -12.2637  0.3207
H  -5.9522  0.0998  -11.8002  0.2453
H  -5.1445  0.6551  -14.5581  0.4653
H  -5.3916  1.8298  -13.3098  0.3259
H  -7.6351  0.1004  -14.3314  0.3196
H  -7.3747  1.6856  -14.9674  0.4409
H  -9.3022  3.0026  -13.7910  0.2882
H  -9.7263  2.0406  -12.3500  0.2547
H  -9.7916  1.2460  -13.8465  0.3333
C  -7.1160  2.9187  9.1257  -0.7521
O  -7.6899  3.9552  9.8751  -0.3539
C  -8.7118  3.4805  10.7651  -0.4488
C  -9.7403  4.6817  11.0621  -0.4963
N  -11.0633  4.2097  11.5394  -0.3895
C  -11.7984  3.3689  10.5683  -0.3393
C  -13.0871  2.9532  11.0897  -0.5759
O  -13.7544  2.0805  10.1462  -0.2949
C  -14.8869  1.4726  10.6977  -0.7628
H  -7.7020  2.3702  8.3882  0.2940
H  -6.6907  2.2166  9.8428  0.3307
H  -6.2995  3.3126  8.5204  0.2730
H  -8.2012  3.1151  11.6561  0.3193
H  -9.2313  2.5955  10.3977  0.3370
H  -9.9369  5.2577  10.1579  0.3451
H  -9.2416  5.3633  11.7511  0.3202
H  -11.5906  5.0505  11.7268  0.2423
H  -11.1847  2.4769  10.4430  0.1685
H  -11.9725  3.9798  9.6825  0.2404
H  -13.7050  3.8240  11.3091  0.3166
H  -13.0230  2.3163  11.9719  0.3469
H  -15.2983  0.8818  9.8794  0.2571
H  -15.6779  2.1603  10.9969  0.3018
H  -14.7027  0.7812  11.5200  0.3210
C  -9.0923  6.0752  0.8409  -0.7787
O  -9.5479  6.2169  -0.4683  -0.3051
C  -10.0827  7.5543  -0.6777  -0.5487
C  -10.7099  7.4968  -2.0935  -0.6980
N  -9.7078  7.2111  -3.1207  -0.4085
C  -10.3965  6.8451  -4.4072  -0.7041
C  -9.4184  6.6224  -5.6199  -0.6667
O  -8.7201  5.3918  -5.4066  -0.2682
C  -7.6789  5.2046  -6.3113  -0.7468
H  -9.9751  5.8996  1.4557  0.3017
H  -8.6057  6.9480  1.2762  0.2997
H  -8.4708  5.1987  1.0235  0.2667
H  -9.3432  8.3466  -0.5618  0.3431
H  -10.8296  7.7166  0.0994  0.4186
H  -11.2011  8.4548  -2.2637  0.4021
H  -11.5713  6.8291  -2.1115  0.3632
H  -9.2526  6.3591  -2.8258  0.2812
H  -11.1782  7.5144  -4.7664  0.5027
H  -10.8951  5.8768  -4.4515  0.3392
H  -8.6364  7.3775  -5.5394  0.3394
H  -9.9212  6.7169  -6.5823  0.4263
H  -8.0336  5.1458  -7.3403  0.3053
H  -7.1698  4.2534  -6.1560  0.2547
H  -6.9181  5.9840  -6.2676  0.2820
C  10.7152  -4.8514  2.9698  -0.7254
O  9.5733  -5.7061  2.6205  -0.3191
C  8.4562  -4.8037  2.3819  -0.5764
C  7.2260  -5.4794  1.8018  -0.6433
N  7.4619  -6.0430  0.4649  -0.4000
C  6.2151  -6.7608  0.1431  -0.5548
C  6.3115  -7.5016  -1.1620  -0.6360
O  7.2813  -8.5500  -1.0755  -0.3103
C  7.2229  -9.4631  -2.1694  -0.7711
H  11.5153  -5.5680  3.1552  0.2571
H  10.5905  -4.3004  3.9020  0.2822
H  10.9721  -4.2279  2.1134  0.3295
H  8.8609  -4.0450  1.7120  0.3330
H  8.1200  -4.2351  3.2489  0.3884
H  6.3956  -4.7756  1.7438  0.3785
H  6.8967  -6.2383  2.5115  0.3535
H  8.1939  -6.7374  0.5109  0.2681
H  5.4369  -6.0036  0.0480  0.3807
H  5.9797  -7.4969  0.9118  0.3474
H  6.6328  -6.7868  -1.9196  0.3154
H  5.3172  -7.7760  -1.5143  0.4452
H  6.3852  -10.1363  -1.9873  0.3048
H  8.1508  -10.0337  -2.1309  0.2402
H  7.0644  -9.0750  -3.1756  0.3126
C  14.6947  2.4983  -0.3346  -0.7524
O  14.2759  3.4922  0.5983  -0.3000
C  15.1409  3.6724  1.6765  -0.3819
C  14.6171  4.8589  2.5356  -0.8125
N  13.4050  4.5356  3.2790  -0.3994
C  13.5756  3.4807  4.3379  -0.5109
C  12.3510  3.4203  5.3055  -0.7644
O  11.4042  2.5071  4.8440  -0.3040
C  10.1778  2.6544  5.5750  -0.7124
H  14.4613  1.5227  0.0918  0.3126
H  15.7456  2.5834  -0.6110  0.2974
H  14.0261  2.5919  -1.1904  0.2307
H  16.1345  3.8765  1.2776  0.4025
H  15.2180  2.6858  2.1334  0.3633
H  14.3921  5.7503  1.9499  0.3200
H  15.4141  5.1779  3.2072  0.3878
H  12.7701  4.0993  2.6257  0.2748
H  14.5081  3.6440  4.8781  0.4536
H  13.6210  2.5303  3.8062  0.2927
H  11.9987  4.4469  5.4062  0.3684
H  12.6432  3.0739  6.2969  0.3970
H  10.2430  2.5403  6.6571  0.2851
H  9.4416  1.9571  5.1752  0.2342
H  9.9259  3.6939  5.3647  0.3177

## Properties
- Max |F|: 8.37 eV Å⁻¹
- Gap between HOMO and LUMO: 0.02964 Ha
- Electronic energy: -187183.205 eV
- Lowest unoccupied orbital energy: -8.67 eV
- Total charge: +1